The following is a DFT calculation (ωB97M-V/def2-TZVPD) of an isolated molecule of C4H5IN2O at a distorted geometry.

Last column: Löwdin charge in e.
Element x y z (Å)
C (-0.70, 0.16, -1.64)  -0.136
C (0.04, -0.12, 0.35)  -0.393
C (-1.72, -0.12, 0.41)  -0.669
C (2.23, 0.07, 0.91)  0.003
N (0.34, 0.03, -0.86)  0.077
N (-1.93, -0.02, -0.93)  -0.045
O (0.85, -0.10, 1.35)  -0.052
I (-2.73, -1.21, 1.88)  0.755
H (-0.89, 0.49, -2.60)  0.087
H (2.63, 0.39, 1.78)  0.055
H (2.09, 0.88, 0.17)  0.098
H (2.56, -0.84, 0.48)  0.091
H (-2.77, 0.38, -1.30)  0.130

Output
HOMO energy = -7.140 eV
structure (SMILES) = COc1nc[nH]c1I
LUMO level = 0.013 Ha
ΔE to the lowest compared entry with this formula, charge and spin = 62.3 kcal per mole